(1)
80
Properties=species:S:1:pos:R:3 method="wB97M-V/def2-TZVPD" homo_ev="-10.924 / -10.925" charge=+1 e_above_lowest_kcal_mol=36.9 gap_ev="7.39 / 7.39"
Pt -0.520 -0.140 -0.234
O 3.533 -0.351 -1.771
C 2.463 -0.756 -1.373
O 1.287 -0.401 -1.799
C 2.404 -1.784 -0.224
P 0.636 -2.128 -0.105
C 0.426 -3.111 1.409
C 0.432 -2.371 2.596
C 0.311 -3.005 3.822
C 0.174 -4.387 3.873
C 0.160 -5.127 2.700
C 0.275 -4.493 1.468
C 0.284 -3.150 -1.564
C 0.963 -4.345 -1.793
C 0.689 -5.098 -2.926
C -0.238 -4.648 -3.853
C -0.886 -3.436 -3.655
C -0.627 -2.693 -2.515
H 2.764 -1.322 0.696
H 3.001 -2.670 -0.430
H 0.535 -1.291 2.542
H 0.321 -2.426 4.736
H 0.086 -4.888 4.828
H 0.062 -6.204 2.740
H 0.257 -5.079 0.559
H 1.720 -4.684 -1.095
H 1.209 -6.032 -3.089
H -0.448 -5.235 -4.738
H -1.586 -3.070 -4.395
H -1.097 -1.729 -2.377
S 2.329 5.932 0.840
C 1.805 4.246 0.653
C 0.993 3.680 1.633
C 0.582 2.373 1.486
N 0.899 1.626 0.420
C 1.655 2.180 -0.539
C 2.148 3.470 -0.445
C 4.077 5.737 0.516
C 4.602 5.827 -0.762
C 5.970 5.637 -0.915
N 6.791 5.390 0.101
C 6.274 5.319 1.325
C 4.921 5.482 1.587
H 0.719 4.247 2.512
H 0.001 1.890 2.261
H 1.861 1.575 -1.410
H 2.790 3.846 -1.228
H 3.978 6.052 -1.617
H 6.429 5.687 -1.896
H 6.974 5.121 2.129
H 4.534 5.421 2.595
C -4.604 -1.048 -0.065
As -2.788 -1.600 0.356
C -3.031 -2.082 2.218
C -2.885 -3.360 -0.451
H -5.287 -1.639 0.543
H -4.801 -1.238 -1.118
H -4.765 0.007 0.132
H -3.770 -2.879 2.283
H -3.386 -1.221 2.781
H -2.093 -2.425 2.649
H -3.827 -3.821 -0.156
H -2.057 -3.984 -0.119
H -2.842 -3.280 -1.533
C -2.152 4.112 -1.476
O -1.352 2.929 -1.262
P -1.930 1.662 -0.520
O -3.306 1.332 -1.276
C -3.230 0.735 -2.583
O -2.524 2.324 0.804
C -2.838 1.586 1.987
H -3.173 3.847 -1.745
H -1.682 4.657 -2.288
H -2.160 4.718 -0.573
H -4.198 0.889 -3.052
H -3.031 -0.335 -2.501
H -2.453 1.200 -3.190
H -2.728 2.265 2.827
H -2.164 0.736 2.108
H -3.868 1.230 1.940

(2)
62
Properties=species:S:1:pos:R:3 method="wB97M-V/def2-TZVPD" homo_ev="-4.303 / -8.411" spin_multiplicity=2 e_above_lowest_kcal_mol=0.0 gap_ev="4.45 / 8.56"
Zn 1.307 -0.841 -0.517
C 3.215 0.499 1.342
C 2.984 1.565 0.276
N 2.637 0.976 -1.015
C 3.745 0.406 -1.805
C 4.056 -1.003 -1.381
C 5.323 -1.475 -1.213
C 5.542 -2.813 -0.800
C 4.391 -3.579 -0.491
C 3.146 -3.055 -0.670
C 1.879 -3.768 -0.305
N 0.979 -2.884 0.463
C 1.302 -2.708 1.882
C 2.405 -1.677 2.098
N 2.069 -0.404 1.450
N 2.934 -1.787 -1.183
H 3.443 0.988 2.296
H 4.083 -0.102 1.064
H 3.880 2.196 0.212
H 2.150 2.204 0.579
H 2.111 1.636 -1.570
H 4.647 1.026 -1.749
H 3.401 0.402 -2.845
H 6.159 -0.806 -1.388
H 6.537 -3.210 -0.670
H 4.485 -4.581 -0.087
H 2.107 -4.691 0.240
H 1.333 -4.033 -1.217
H 0.026 -3.205 0.370
H 1.617 -3.653 2.344
H 0.398 -2.365 2.387
H 3.338 -2.036 1.663
H 2.562 -1.551 3.176
H 1.289 0.029 1.952
O -0.442 0.077 2.813
N -1.499 0.752 2.502
C -2.526 0.152 1.860
C -3.674 0.849 1.554
C -3.785 2.189 1.883
C -2.714 2.795 2.522
C -1.587 2.063 2.822
H -2.350 -0.882 1.615
H -4.471 0.332 1.038
H -4.677 2.747 1.638
H -2.741 3.840 2.799
H -0.718 2.451 3.331
F -7.070 3.381 -1.333
C -6.614 2.729 -2.426
F -6.541 3.646 -3.410
F -7.560 1.845 -2.778
C -5.288 2.082 -2.164
C -4.215 2.889 -1.799
C -2.986 2.321 -1.532
C -2.804 0.936 -1.620
C -3.885 0.143 -2.009
C -5.120 0.711 -2.278
C -1.544 0.349 -1.281
C -0.476 -0.158 -0.993
H -4.349 3.961 -1.724
H -2.148 2.941 -1.242
H -3.747 -0.927 -2.095
H -5.952 0.087 -2.576

(3)
11
Properties=species:S:1:pos:R:3 method="wB97M-V/def2-TZVPD" homo_ev=-13.760 charge=+1 e_above_lowest_kcal_mol=16.6 gap_ev=8.39
C -1.245 0.879 0.080
C -0.524 -1.394 0.015
N -0.304 -0.187 0.342
I 3.622 -0.034 0.336
H -1.029 1.396 -0.841
H -2.260 0.520 -0.161
H -1.190 1.572 0.876
H 0.225 -2.142 0.133
H -1.499 -1.800 -0.449
H 3.490 1.085 -0.679
H 0.715 0.104 0.347